175
Properties=species:S:1:pos:R:3:mulliken_charge:R:1 method="wB97M-V/def2-TZVPD" e_tot_ev=-123178.10207 max_force_ev_per_a=3.9 gap_ev=9.83 homo_ev=-9.47 total_charge=0
C 10.012 16.473 20.027 0.783
O 9.073 16.912 19.356 -0.731
N 11.003 15.579 19.683 0.165
N 10.206 16.919 21.259 -0.399
H 10.908 15.400 18.710 -0.284
H 11.798 15.201 20.210 0.189
H 9.630 17.722 21.536 0.232
H 10.922 16.666 21.913 0.182
C 11.124 13.631 12.767 0.371
O 11.828 13.096 11.853 -0.740
N 11.725 13.803 13.984 0.977
N 9.800 14.058 12.546 -0.531
H 11.291 14.134 14.815 -0.248
H 12.753 13.644 13.899 -0.471
H 9.225 13.811 13.355 0.332
H 9.612 13.609 11.613 0.311
C 12.326 9.027 18.968 0.409
O 11.359 9.774 19.213 -0.792
N 12.878 8.813 17.687 -0.265
N 12.914 8.234 19.976 -0.312
H 13.895 8.605 17.699 0.249
H 12.632 9.539 16.984 0.201
H 13.493 7.458 19.723 0.195
H 12.515 8.173 20.912 0.224
C 14.131 21.465 19.064 0.528
O 13.870 22.266 18.153 -0.642
N 14.397 21.947 20.390 -0.572
N 14.212 20.132 18.791 -0.164
H 13.836 22.782 20.493 0.308
H 14.045 21.248 21.075 0.270
H 14.367 19.880 17.832 0.049
H 14.816 19.595 19.397 0.231
C 14.447 15.626 20.992 0.379
O 13.399 15.172 21.440 -0.733
N 15.458 15.882 21.831 -0.353
N 14.587 16.053 19.645 0.153
H 16.293 16.428 21.609 0.171
H 15.471 15.363 22.669 0.216
H 15.545 16.294 19.342 0.095
H 14.011 15.585 18.929 -0.036
C 14.313 10.462 14.194 0.547
O 14.207 10.262 15.437 -0.379
N 13.338 10.919 13.442 -0.439
N 15.499 10.401 13.554 -0.154
H 13.566 11.524 12.620 0.114
H 12.470 11.116 13.981 0.187
H 16.287 10.047 14.093 -0.140
H 15.432 10.512 12.561 0.177
C 12.204 12.890 18.153 -0.078
O 12.746 13.861 17.602 -0.589
N 11.281 12.174 17.463 -0.137
N 12.353 12.500 19.459 -0.134
H 11.050 11.269 17.921 0.181
H 11.041 12.359 16.522 0.083
H 13.019 13.007 20.035 0.142
H 11.752 11.789 19.842 0.201
C 16.224 19.167 15.381 0.157
O 15.544 18.843 16.369 -0.351
N 16.166 20.477 14.957 -0.368
N 16.873 18.280 14.673 0.920
H 16.777 20.812 14.195 0.166
H 15.934 21.151 15.721 0.278
H 17.291 18.434 13.763 -0.046
H 16.657 17.339 14.874 -0.367
C 11.245 19.456 16.091 0.701
O 10.969 18.808 15.095 -0.709
N 10.510 19.351 17.237 -0.353
N 12.276 20.323 16.066 -0.203
H 9.744 18.736 17.285 0.137
H 10.943 19.738 18.061 0.138
H 12.758 20.286 15.178 0.090
H 12.429 20.838 16.922 0.069
C 18.665 14.401 17.814 0.640
O 19.072 14.686 18.943 -0.805
N 17.573 14.954 17.203 0.836
N 19.326 13.389 17.094 -0.292
H 17.377 14.710 16.240 -0.400
H 16.952 15.557 17.727 -0.374
H 19.335 13.309 16.075 0.040
H 20.172 13.076 17.483 0.250
C 20.560 14.304 11.516 0.452
O 19.677 14.837 12.240 -0.453
N 20.797 13.003 11.559 -0.285
N 21.261 15.145 10.611 -0.490
H 21.510 12.527 10.957 0.219
H 20.106 12.420 11.984 0.168
H 22.214 14.863 10.400 0.216
H 21.214 16.099 10.907 0.292
C 8.915 14.752 15.938 0.647
O 9.016 13.710 15.288 -0.818
N 8.603 15.918 15.364 -0.310
N 9.187 14.793 17.273 -0.201
H 8.351 16.737 15.913 0.151
H 7.998 15.813 14.555 0.266
H 9.222 15.707 17.749 -0.059
H 9.319 13.912 17.778 0.196
C 17.876 12.181 12.999 -0.044
O 18.361 12.127 14.140 -0.587
N 17.285 13.295 12.610 0.922
N 17.939 11.207 12.098 -0.037
H 16.929 13.365 11.681 -0.233
H 17.469 14.174 13.082 -0.509
H 17.846 11.297 11.134 0.156
H 18.402 10.312 12.353 0.299
C 13.137 18.146 12.783 0.012
O 14.385 17.942 12.676 -0.353
N 12.689 19.382 12.698 -0.284
N 12.170 17.126 12.738 -0.242
H 13.314 20.195 12.542 0.246
H 11.735 19.620 12.970 0.202
H 12.461 16.157 12.847 -0.011
H 11.347 17.345 13.272 0.306
C 15.104 15.272 15.411 0.418
O 16.168 15.593 14.857 -0.447
N 14.616 13.969 15.419 0.860
N 14.431 16.142 16.136 0.873
H 14.085 13.735 16.186 -0.286
H 15.345 13.256 15.207 -0.277
H 13.529 15.882 16.469 -0.332
H 14.693 17.149 16.184 -0.448
C 18.178 8.529 14.790 0.678
O 18.403 8.459 13.598 -0.725
N 18.295 9.592 15.593 -0.272
N 17.650 7.466 15.436 -0.326
H 18.664 10.500 15.204 0.259
H 17.817 9.447 16.478 0.030
H 17.384 7.632 16.425 0.137
H 17.903 6.582 15.024 0.238
C 16.984 15.249 10.093 0.360
O 16.804 14.086 9.754 -0.698
N 18.018 16.043 9.456 -0.565
N 16.449 15.911 11.160 0.417
H 18.743 15.562 8.908 0.308
H 18.551 16.626 10.074 0.209
H 16.351 16.901 11.145 0.174
H 15.690 15.468 11.595 -0.210
C 18.192 18.069 19.363 -0.376
O 17.619 16.821 19.810 -0.513
H 17.417 18.403 18.691 0.007
H 18.327 18.709 20.199 0.283
H 19.200 17.935 18.840 0.209
H 18.132 16.064 19.456 0.307
C 16.261 20.577 11.162 -0.861
O 16.490 19.556 12.141 -0.284
H 16.038 21.515 11.659 0.288
H 17.108 20.749 10.499 0.269
H 15.404 20.282 10.514 0.279
H 15.683 19.000 12.272 0.317
C 15.958 11.554 18.033 -1.006
C 15.628 10.120 18.439 0.080
O 15.749 9.181 17.365 -0.764
H 17.034 11.585 17.790 0.283
H 15.893 12.225 18.860 0.661
H 15.372 12.052 17.254 0.066
H 14.635 10.157 18.951 -0.147
H 16.342 9.810 19.244 0.380
H 15.546 9.589 16.525 0.450
C 13.247 13.887 8.903 -0.962
C 13.230 15.264 9.600 -0.365
O 13.602 15.048 10.986 0.296
H 14.304 13.509 8.880 0.130
H 12.961 13.924 7.875 0.422
H 12.616 13.193 9.492 0.213
H 12.254 15.769 9.627 0.343
H 13.961 15.910 9.094 0.301
H 13.194 14.166 11.152 -0.206
C 20.388 18.001 14.994 -0.589
C 20.413 18.170 13.513 -0.099
O 21.163 17.052 12.866 -0.575
H 19.759 17.184 15.242 -0.051
H 19.936 18.912 15.500 0.225
H 21.396 17.902 15.279 0.452
H 21.045 19.007 13.197 0.346
H 19.509 18.437 12.933 0.012
H 20.446 16.363 12.725 0.289

---

13
Properties=species:S:1:pos:R:3:nbo_charge:R:1 method="wB97M-V/def2-TZVPD" smiles="C[C@@H]1C=CC(=O)O1" e_tot_ev=-9376.87701 max_force_ev_per_a=0.9 gap_ev=11.06 homo_ev=-10.43 relative_energy_kj_mol=21.1 total_charge=0
C -1.710 -0.274 -0.308 -0.621
C -0.492 0.005 0.558 0.054
O 0.329 -1.173 0.656 -0.493
C 1.565 -0.874 0.117 0.745
O 2.337 -1.670 -0.315 -0.550
C 1.669 0.582 -0.049 -0.316
C 0.439 1.066 0.017 -0.145
H -2.309 -1.077 0.128 0.228
H -2.332 0.626 -0.374 0.215
H -1.408 -0.567 -1.318 0.221
H -0.795 0.280 1.574 0.200
H 2.603 0.996 -0.401 0.239
H 0.132 2.057 -0.270 0.223

---

13
Properties=species:S:1:pos:R:3:nbo_charge:R:1 method="wB97M-V/def2-TZVPD" e_tot_ev=-42902.94797 max_force_ev_per_a=6.0 gap_ev=7.90 homo_ev=-12.87 relative_energy_kj_mol=288.9 total_charge=+1
O -0.833 1.709 1.059 -0.489
C -0.047 1.782 0.068 0.997
C -1.390 0.000 1.159 -0.002
O 0.959 2.448 -0.127 -0.679
O -0.050 0.579 -0.658 -0.635
C -0.682 -0.528 0.011 -0.252
H -2.480 -0.012 1.097 0.235
H -0.967 -0.231 2.139 0.235
H -1.262 -1.029 -0.769 0.213
H 0.462 -1.488 -0.115 0.337
O 1.943 -1.456 -0.854 -1.283
H 2.190 -2.289 -1.259 0.489
Yb 2.158 0.516 -1.751 1.833

---

16
Properties=species:S:1:pos:R:3:nbo_charge:R:1 method="wB97M-V/def2-TZVPD" e_tot_ev=-6379.86506 max_force_ev_per_a=1.1 gap_ev="8.34 / 8.32" homo_ev="-7.53 / -7.60" relative_energy_kj_mol=385.4 total_charge=0
C -0.518 -1.374 0.261 0.122
C -1.009 -1.152 -0.917 -0.323
C 0.200 -0.926 1.496 -0.541
C 0.353 0.534 1.293 -0.094
C -1.122 0.122 -1.725 -0.638
C 1.455 1.114 0.486 -0.676
H -1.436 -2.022 -1.408 0.215
H -0.399 -1.180 2.373 0.232
H 1.153 -1.452 1.558 0.226
H -0.509 1.155 1.478 0.181
H -1.944 0.735 -1.355 0.218
H -1.291 -0.089 -2.779 0.213
H -0.209 0.698 -1.637 0.213
H 2.076 0.337 0.044 0.215
H 2.094 1.720 1.135 0.226
H 1.105 1.781 -0.305 0.212

---

58
Properties=species:S:1:pos:R:3:mulliken_spin:R:1 method="wB97M-V/def2-TZVPD" spin_multiplicity=2 e_tot_ev=-46668.70998 max_force_ev_per_a=6.9 gap_ev="5.13 / 9.00" homo_ev="-7.59 / -11.65" relative_energy_kj_mol=0.0 total_charge=+1 s_squared=0.75
Y -1.493 1.083 -1.922 1.284
F 0.143 0.250 -0.490 -0.177
C -0.141 0.292 3.476 0.000
O 0.066 0.798 4.571 0.000
N 0.317 0.774 2.361 0.002
N -1.046 -0.602 3.277 -0.001
H 1.064 1.440 2.497 0.000
H 0.177 0.357 1.452 -0.004
H -1.464 -0.957 4.125 0.000
H -1.095 -0.981 2.343 0.000
C 2.226 -2.741 0.946 0.003
O 2.832 -3.579 1.570 0.000
N 1.903 -1.552 1.365 0.000
N 1.836 -2.917 -0.286 0.000
H 1.459 -0.928 0.706 0.012
H 2.053 -1.545 2.363 0.000
H 1.710 -2.176 -0.961 0.002
H 1.809 -3.874 -0.609 0.000
C -2.605 -1.908 -0.857 -0.005
O -2.481 -0.909 -1.486 -0.079
N -1.611 -2.365 -0.114 0.005
N -3.464 -2.818 -1.049 -0.002
H -0.740 -1.979 -0.449 0.009
H -1.809 -3.301 0.210 0.000
H -3.641 -3.336 -0.200 0.000
H -4.253 -2.793 -1.679 -0.002
C -0.355 3.828 -0.066 -0.002
O -0.631 3.070 -1.051 -0.030
N -0.154 3.455 1.184 0.001
N -0.016 5.107 -0.148 0.003
H -0.160 2.468 1.401 0.000
H 0.160 4.220 1.764 0.000
H -0.017 5.730 -0.943 -0.001
H 0.103 5.599 0.726 0.001
C 4.209 0.446 -0.753 -0.001
O 5.359 0.724 -0.494 0.000
N 3.270 0.777 0.051 -0.001
N 3.765 -0.236 -1.747 -0.004
H 2.286 0.623 -0.119 0.004
H 3.634 1.301 0.835 0.001
H 2.780 -0.243 -1.972 0.000
H 4.394 -0.645 -2.422 -0.001
C 0.895 -1.001 -3.497 0.015
O -0.174 -0.703 -3.027 0.005
N 1.298 -2.267 -3.489 0.003
N 1.769 -0.171 -4.050 -0.001
H 2.168 -2.394 -3.987 0.000
H 0.812 -3.064 -3.104 -0.001
H 1.404 0.761 -3.915 0.025
H 2.756 -0.388 -4.062 -0.002
C -3.491 1.154 1.135 0.014
O -2.600 1.052 0.270 -0.085
N -3.384 0.851 2.419 0.003
N -4.720 1.473 0.868 0.002
H -4.292 0.688 2.831 -0.001
H -2.477 0.519 2.714 -0.003
H -4.845 1.948 -0.014 0.009
H -5.497 1.588 1.503 -0.001

---

15
Properties=species:S:1:pos:R:3:mulliken_spin:R:1 method="wB97M-V/def2-TZVPD" spin_multiplicity=3 e_tot_ev=-24063.01961 max_force_ev_per_a=9.4 gap_ev="6.14 / 5.49" homo_ev="-6.38 / -7.30" relative_energy_kj_mol=525.7 total_charge=0 s_squared=2.00
O 0.495 0.101 0.504 -0.021
C 1.782 0.072 0.760 0.012
C -0.067 -1.265 0.158 0.024
O 2.354 1.053 1.229 0.000
O 2.281 -1.043 0.214 0.000
C 1.263 -1.777 -0.436 -0.010
H -1.134 -1.061 0.251 0.003
H -0.416 -2.265 0.448 -0.002
H 1.274 -1.670 -1.520 0.000
H 1.393 -2.833 -0.196 0.000
O -3.162 0.761 -0.971 0.075
C -2.298 1.216 -0.368 0.664
O -1.903 2.318 0.235 0.070
Hg 1.316 3.156 1.202 -0.001
Mg -3.178 3.238 -1.510 1.187